Entry from the OMol25 dataset: a cluster of 9 separate species, C7H33NO8 in total at a distorted geometry (wB97M-V/def2-TZVPD).

Geometry as ORCA input:
```
! RIJCOSX wB97M-V def2-TZVPD def2/J DEFGRID3
* xyz 0 1
C -3.10 0.40 0.90
C -2.56 1.37 -0.19
C -1.06 1.43 -0.06
N -0.43 0.11 -0.45
C 1.14 0.15 -0.43
C 1.67 0.06 0.98
C 1.68 -0.90 -1.30
C 3.28 -1.04 -1.32
H -3.24 0.79 1.89
H -4.26 0.37 0.88
H -2.75 -0.62 0.83
H -3.00 0.95 -1.15
H -2.99 2.33 -0.13
H -0.87 1.76 0.95
H -0.58 2.15 -0.73
H -0.82 -0.68 0.01
H 1.37 1.14 -0.78
H 2.80 0.21 0.94
H 1.28 -0.73 1.61
H 1.53 1.06 1.54
H 1.38 -0.74 -2.36
H 1.25 -1.90 -1.03
H 3.57 -1.60 -2.31
H 3.45 -1.73 -0.50
H 3.95 -0.18 -1.20
O -1.78 -2.59 -0.56
H -1.05 -3.05 -1.06
H -2.06 -2.01 -1.18
O 2.08 3.14 -1.23
H 2.98 3.05 -1.33
H 1.89 3.91 -1.79
O 0.80 2.08 -3.20
H 1.38 2.43 -2.61
H 0.51 1.27 -2.81
O -0.94 -2.63 1.98
H -1.33 -3.41 2.42
H -1.27 -2.62 1.09
O -2.16 -0.72 -2.59
H -2.41 0.18 -2.43
H -1.16 -0.90 -2.31
O -1.17 -0.11 3.15
H -1.17 0.18 2.23
H -0.89 -1.05 3.01
O 0.34 2.79 2.99
H 0.52 2.99 2.05
H -0.26 2.01 3.10
O 1.74 -3.22 1.21
H 1.59 -3.39 2.15
H 1.13 -2.49 1.12
*
```

## Properties
relative energy (zero: lowest compared OMol25 entry of this formula, charge and spin)	159.6	kJ/mol
frontier orbital gap	0.3469	Ha
LUMO	0.0054	hartree
F_max	5.357	eV/Å
E_HOMO	-9.3	eV
SMILES	CCCN[C@@H](C)CC.O.O.O.O.O.O.O.O

Entry from the OMol25 dataset: a cluster of 10 separate species, C7H34NO9 in total at a distorted geometry (wB97M-V/def2-TZVPD).

Geometry as ORCA input:
```
! RIJCOSX wB97M-V def2-TZVPD def2/J DEFGRID3
* xyz 2 2
C -0.16 -1.78 -0.60
C -0.29 -0.23 -0.42
C -1.62 0.59 -0.49
C -2.42 0.27 0.81
C -2.20 1.33 1.87
C -2.64 2.71 1.53
C -2.98 3.28 0.35
N 0.61 0.40 -1.44
H -0.53 -2.13 -1.57
H -0.59 -2.41 0.14
H 0.86 -2.19 -0.54
H 0.07 -0.07 0.57
H -1.23 1.60 -0.65
H -2.18 0.25 -1.41
H -3.49 0.29 0.60
H -2.26 -0.80 1.14
H -2.80 0.93 2.75
H -1.22 1.31 2.31
H -2.43 3.28 2.48
H -3.13 4.34 0.12
H -3.06 2.72 -0.59
H 0.25 0.04 -2.36
H 1.56 -0.03 -1.41
H 0.65 1.44 -1.38
H -3.27 -0.68 -3.17
H -2.76 -2.14 -3.55
O -2.50 -1.22 -3.38
H 4.22 0.58 -0.38
H 4.34 2.09 -0.40
O 3.68 1.39 -0.36
H 2.88 2.22 -3.14
H 3.12 0.71 -2.78
O 2.45 1.38 -2.99
H 1.73 -2.09 4.26
H 0.83 -0.94 4.68
O 0.95 -1.61 3.98
H -2.33 -1.52 3.70
H -0.93 -1.34 3.12
O -1.66 -0.86 3.52
H 2.50 0.64 0.88
H 1.85 0.98 2.24
O 1.71 0.51 1.40
H 2.23 -3.28 1.49
H 1.88 -1.85 2.11
O 2.50 -2.37 1.63
H -1.20 -0.56 -3.73
H -0.23 -0.23 -4.98
O -0.40 -0.06 -4.05
H 2.78 -1.31 -0.04
H 3.75 -2.14 -0.94
O 3.14 -1.41 -0.91
*
```

## Properties
expectation value of S²	0.75
frontier orbital gap (alpha / beta)	0.3471 / 0.1867	Ha
LUMO (alpha / beta)	-0.2519 / -0.4122	hartree
F_max	5.746	eV/Å
E_HOMO (alpha / beta)	-16.3 / -16.3	eV

Entry from the OMol25 dataset: a cluster of 13 separate species, C7H36O12 in total at a distorted geometry (wB97M-V/def2-TZVPD).

Geometry as ORCA input:
```
! RIJCOSX wB97M-V def2-TZVPD def2/J DEFGRID3
* xyz 0 1
C 0.25 2.08 0.96
C 0.17 0.66 1.43
C 1.12 -0.02 2.08
C -2.12 0.08 2.25
C -1.18 -0.01 1.32
C -1.33 -0.87 0.09
C -3.47 -0.58 2.16
H 0.67 2.84 1.62
H 1.07 2.05 0.21
H -0.60 2.43 0.39
H 0.98 -1.05 2.34
H 2.11 0.44 2.10
H -1.99 0.69 3.14
H -1.01 -1.87 0.37
H -2.32 -0.84 -0.35
H -0.71 -0.53 -0.75
H -4.13 -0.01 1.49
H -3.37 -1.59 1.76
H -3.96 -0.52 3.13
H 1.50 -3.04 0.64
H 1.03 -3.77 -0.64
O 1.37 -2.93 -0.31
H 0.03 -0.91 5.16
H -0.06 0.10 4.02
O 0.39 -0.07 4.85
H -0.06 0.92 -1.83
H -1.53 1.48 -2.19
O -0.58 1.49 -2.41
H 0.98 2.26 -3.39
H 1.46 3.16 -2.35
O 1.81 2.69 -3.11
H -3.86 1.37 -2.61
H -3.27 0.13 -2.01
O -3.21 1.10 -1.95
H -0.14 2.06 3.42
H -0.31 3.04 4.58
O -0.49 2.93 3.64
H 3.37 1.51 -1.99
H 3.59 1.96 -0.58
O 3.16 1.26 -1.08
H -2.26 -2.37 -3.30
H -1.79 -0.98 -3.66
O -2.59 -1.47 -3.34
H 2.04 -0.67 -2.69
H 1.23 -1.40 -1.64
O 1.17 -0.66 -2.27
H 3.21 -0.75 -0.64
H 2.98 -2.32 -1.04
O 3.37 -1.68 -0.44
H 2.85 -1.99 1.46
H 2.61 -2.73 2.80
O 2.52 -2.82 1.84
H -0.40 0.69 -4.11
H 0.07 -0.81 -4.01
O -0.40 -0.17 -4.56
*
```

## Properties
relative energy (zero: lowest compared OMol25 entry of this formula, charge and spin)	232.6	kJ/mol
frontier orbital gap	0.3406	Ha
LUMO	0.0047	hartree
F_max	2.838	eV/Å
E_HOMO	-9.1	eV